1.
Here is a structure of composition C7H9O2 from the OMol25 dataset. Energies are from ωB97M-V/def2-TZVPD.

Structure (XYZ):
```
18
Properties=species:S:1:pos:R:3:forces:R:3
C 0.54811 -1.18059 0.99181 0.31 2.56 -0.97
C -0.70948 -1.28395 0.47670 -1.19 2.89 -2.16
C 0.83665 0.14951 0.45976 -0.70 0.64 -0.25
C -0.38795 0.42458 -0.46166 0.30 -4.39 2.70
C 1.33415 -1.98309 1.88268 2.82 -2.10 -2.45
C 0.00983 0.17374 -1.91382 -0.62 1.75 -0.17
C -1.29929 1.55657 -0.01210 -0.63 0.84 -1.55
O -1.75594 -1.87840 0.48442 -0.44 -1.04 0.34
O 1.70151 1.00948 0.64838 0.47 -0.60 0.42
H 1.82983 -2.86846 1.32599 -0.84 0.78 0.63
H 0.90630 -2.39152 2.71436 -1.60 -0.98 2.25
H 2.21402 -1.47985 2.19014 0.81 1.06 0.50
H 0.63049 1.09774 -2.13548 0.32 -1.37 -0.35
H -0.86010 0.37156 -2.57773 0.20 -0.63 0.22
H 0.46366 -0.85228 -2.13065 -0.37 1.70 0.42
H -0.76744 2.54782 -0.00527 0.06 -0.79 1.12
H -1.95204 1.30721 0.91917 1.33 0.65 -1.65
H -1.93892 1.86898 -0.89761 -0.21 -0.96 0.95
```
Positions in Å, forces in eV/Å.

Output
Net charge ... -1
HOMO-LUMO gap ... 6.83 eV
E_HOMO ... -2.89 eV
LUMO ... 3.931 eV
Energy ... -11498.82398 eV

---

2.
Here is the ion C7H9O2S with charge -1 from the OMol25 dataset. Energies are from ωB97M-V/def2-TZVPD.

Structure (XYZ):
```
19
Properties=species:S:1:pos:R:3:forces:R:3
C -0.80537 -1.17275 -0.20781 -2.50 -2.14 -0.73
C 1.35195 -1.95837 0.27143 0.53 -1.79 0.95
C -0.03793 -0.14619 -0.43874 4.15 -1.41 1.12
C 1.53753 -0.72074 -0.09984 -2.64 2.81 0.02
C -0.07186 -2.47542 0.15628 0.47 1.45 -0.75
C 0.14579 2.00064 0.48614 2.17 0.67 0.61
C -0.21320 1.26338 -0.73334 1.00 -0.13 -2.55
O 4.21030 -0.65242 0.02587 0.41 -1.03 0.82
O 3.06204 1.50035 0.46362 -0.09 -0.77 0.22
S 3.13234 0.25542 -0.37565 -0.54 1.11 -1.81
H -1.88235 -1.21321 -0.53399 0.95 0.17 0.74
H 2.17985 -2.60991 0.55645 -0.16 0.10 -0.06
H -0.50950 -3.06427 0.98944 0.42 0.32 -0.55
H 0.03352 -3.04332 -0.78175 -0.70 -0.52 0.32
H -0.25144 1.61077 1.40669 -0.83 0.10 0.22
H 0.20858 3.06950 0.41233 -0.88 0.75 -0.02
H 1.20754 1.81315 0.58944 0.33 -0.15 0.44
H 0.51957 1.38295 -1.61823 -0.73 0.63 1.38
H -1.15009 1.56148 -1.13196 -1.33 -0.18 -0.37
```
Positions in Å, forces in eV/Å.

Output
Net charge ... -1
HOMO-LUMO gap ... 6.87 eV
E_HOMO ... -3.14 eV
LUMO ... 3.723 eV
Energy ... -22333.73329 eV